Record 1
6
Properties=species:S:1:pos:R:3:forces:R:3 method="wB97M-V/def2-TZVPD" homo_ha=-0.3965 de_lowest_kcal_mol=16.7 lumo_energy_ev=0.58 gap_ev=11.36 smiles="NC(=O)Br" charge=0
N 0.550495 -0.086864 -0.826076 -4.0883 -2.5593 3.1256
C -0.546556 -0.290783 0.356808 5.2331 1.3076 -2.0896
O -1.665999 -0.511559 0.416301 -2.4114 -0.7507 -0.8366
Br 0.492396 0.034483 1.983484 0.0755 -0.1241 0.3642
H 0.090761 0.305165 -1.612411 -0.5059 0.5188 -0.8492
H 1.078902 0.549558 -0.318106 1.6970 1.6077 0.2856

=====

Record 2
6
Properties=species:S:1:pos:R:3:forces:R:3 method="wB97M-V/def2-TZVPD" multiplicity=3 homo_ha="-0.2836 / -0.3878" de_lowest_kcal_mol=0.0 lumo_energy_ev="0.87 / -4.65" gap_ev="8.59 / 5.90" charge=0
C 3.320563 -3.245586 -0.578684 0.4937 -0.1420 -0.1111
N 2.232088 -2.944723 -0.341675 -0.4900 0.1538 0.1134
Si -0.651527 -0.785815 0.786608 -2.2012 -0.7321 1.7160
Br -2.674646 -0.852030 -0.133025 0.0700 0.2438 -0.2333
H 0.314616 -0.100311 0.088976 1.5772 0.8633 -1.4773
H -0.493505 -2.173650 1.175583 0.5503 -0.3868 -0.0078

=====

Record 3
8
Properties=species:S:1:pos:R:3:forces:R:3 method="wB97M-V/def2-TZVPD" homo_ha=0.0284 de_lowest_kcal_mol=1.9 lumo_energy_ev=5.70 gap_ev=4.93 smiles="O=P([O-])([O-])CBr" charge=-2
O -0.615938 -1.466265 -1.232098 -0.2714 0.7547 0.2648
P -0.860337 -0.643694 0.047363 0.9392 -1.1574 -1.4673
O -0.717513 -1.497318 1.280138 0.1280 0.2676 0.9093
O -1.985375 0.365389 0.015491 -0.3099 0.4697 0.0545
C 0.621120 0.624132 -0.037640 -1.2836 3.0393 0.6286
Br 2.469334 -0.071798 0.022123 0.2835 -0.0871 -0.4555
H 0.392803 1.327286 -0.993241 1.0652 -1.7772 2.0126
H 0.695906 1.362271 0.897866 -0.5509 -1.5096 -1.9469

=====

Record 4
7
Properties=species:S:1:pos:R:3:forces:R:3 method="wB97M-V/def2-TZVPD" homo_ha=-0.3408 de_lowest_kcal_mol=93.9 lumo_energy_ev=-0.17 gap_ev=9.10 charge=0
C -3.698369 -0.484612 0.458713 0.5068 -2.6738 1.8068
N -0.338576 -0.204159 -1.485291 1.2888 -2.9981 0.2949
F -4.126853 -1.522233 -0.258074 -0.0006 1.0200 -0.2003
Cl -1.238436 -0.112696 0.059580 1.1060 -0.1579 -0.8050
Cl -4.256951 0.941388 -0.096511 -1.2879 1.7537 -1.3322
H 0.688189 -0.376472 -1.207232 -1.8151 0.7158 -0.1896
H -0.567277 -1.232056 -1.780749 0.2020 2.3403 0.4253

=====

Record 5
7
Properties=species:S:1:pos:R:3:forces:R:3 method="wB97M-V/def2-TZVPD" homo_ha="-0.3259 / -0.3489" de_lowest_kcal_mol=131.1 lumo_energy_ev="-0.80 / -0.77" gap_ev="8.07 / 8.73" charge=0
C -0.643850 -0.085862 -0.111860 -0.4220 2.2553 2.2665
N 0.646651 -0.526023 -0.306279 0.9232 -0.2554 0.0459
F -1.369989 -0.913605 0.639931 0.2085 -0.1446 -0.1443
Cl 1.453549 0.252867 -1.616698 -0.3277 -0.0513 0.4248
Cl 1.631550 -0.539001 1.140451 -0.4999 -0.0118 -0.6411
H -0.531230 1.521109 1.222091 -0.1313 -1.8225 -1.8305
H -1.186679 0.290515 -0.967635 0.2493 0.0303 -0.1212

=====

Record 6
8
Properties=species:S:1:pos:R:3:forces:R:3 method="wB97M-V/def2-TZVPD" multiplicity=3 homo_ha="-0.3318 / -0.3059" de_lowest_kcal_mol=33.8 lumo_energy_ev="0.16 / -4.37" gap_ev="9.18 / 3.95" charge=0
C -0.520108 0.668292 0.072553 1.0011 -0.1217 0.4391
F -0.038398 1.928393 0.257202 -0.0665 1.1541 0.1988
P 0.958774 -0.499013 -0.056215 -3.9450 -2.0165 -3.2009
S 1.874296 -0.733347 1.652977 1.5746 0.5234 2.5545
Cl 2.094350 0.313627 -1.476905 0.6903 0.6898 -0.0173
Cl -2.132170 -2.709308 -0.537458 0.4965 0.3575 0.0734
H -1.125559 0.385646 0.937988 -0.0202 -0.1976 -0.1301
H -1.111184 0.645706 -0.850140 0.2692 -0.3890 0.0825